The following is a quantum chemistry calculation of a 2-piece molecular cluster, C5H13NO overall at a distorted geometry, from the Open Molecules 2025 dataset.

Element x y z (Å)
C  2.55  -0.92  -1.06
C  1.73  0.32  -0.77
C  0.25  0.03  -0.60
C  -0.43  -1.17  -1.21
C  -0.54  0.90  0.07
N  -1.92  0.90  0.17
H  3.62  -0.81  -1.05
H  2.30  -1.72  -0.33
H  2.31  -1.32  -2.06
H  2.00  0.97  0.10
H  2.04  1.02  -1.57
H  -0.71  -0.99  -2.26
H  -1.41  -1.29  -0.71
H  0.21  -2.05  -1.24
H  -0.12  1.42  0.94
H  -2.50  0.77  -0.65
H  -2.32  1.62  0.75
O  -2.09  1.05  3.90
H  -2.08  0.44  3.16
H  -2.87  0.85  4.41

## Properties
Net charge ... 0
SMILES ... CC/C(C)=C/N.O
Frontier orbital gap ... 0.30797 Eh
Energy relative to the best compared isomer or geometry (same formula, charge and spin) ... 1.632 eV
2S+1 ... 1
Total energy ... -328.2589 Ha

=====

The following is a quantum chemistry calculation of a 2-piece molecular cluster, C5H13NO overall at a distorted geometry, from the Open Molecules 2025 dataset.

Element x y z (Å)
C  -0.88  1.91  1.58
C  -0.92  0.77  0.58
C  0.20  0.29  -0.01
C  1.13  1.33  -0.73
N  0.66  -1.04  -0.03
C  2.02  -1.37  0.31
H  -0.90  1.54  2.60
H  -0.07  2.62  1.48
H  -1.81  2.48  1.41
H  -1.90  0.32  0.44
H  0.51  1.69  -1.53
H  2.02  0.81  -1.10
H  1.55  2.02  0.00
H  0.02  -1.78  -0.21
H  2.69  -0.87  -0.38
H  2.30  -1.06  1.33
H  2.06  -2.44  0.46
O  -2.10  -1.46  -1.43
H  -2.50  -2.05  -2.07
H  -1.33  -2.02  -1.28

## Properties
Net charge ... 0
SMILES ... C/C=C(\C)NC.O
Frontier orbital gap ... 0.27553 Eh
Energy relative to the best compared isomer or geometry (same formula, charge and spin) ... 3.547 eV
2S+1 ... 1
Total energy ... -328.1885 Ha

=====

The following is a quantum chemistry calculation of one molecule with the formula C5H13NO at a distorted geometry, from the Open Molecules 2025 dataset.

Element x y z (Å)
C  -1.31  -2.13  -0.45
C  -0.37  -1.06  0.11
N  -0.14  0.06  -0.85
C  0.59  -0.40  -2.01
C  0.51  1.22  -0.18
C  -0.12  1.60  1.18
O  0.67  0.86  2.16
H  -2.17  -1.62  -0.89
H  -0.77  -2.71  -1.21
H  -1.65  -2.85  0.32
H  -0.80  -0.68  1.03
H  0.63  -1.47  0.31
H  0.10  -1.35  -2.24
H  1.62  -0.72  -1.78
H  0.62  0.29  -2.85
H  0.70  1.99  -0.93
H  1.49  0.78  0.05
H  0.16  2.65  1.33
H  -1.15  1.34  1.31
H  0.91  1.45  2.87

## Properties
Net charge ... 0
SMILES ... CCN(C)CCO
Frontier orbital gap ... 0.33390 Eh
Energy relative to the best compared isomer or geometry (same formula, charge and spin) ... 1.912 eV
2S+1 ... 1
Total energy ... -328.2486 Ha

=====

The following is a quantum chemistry calculation of one molecule with the formula C5H13NO at a distorted geometry, from the Open Molecules 2025 dataset.

Element x y z (Å)
C  -1.47  0.57  -2.12
C  -0.94  -0.81  -1.72
N  0.33  -0.86  -0.93
C  0.48  0.19  0.09
C  0.95  -0.39  1.41
C  1.31  0.73  2.40
O  -0.07  -1.24  1.99
H  -0.88  1.42  -1.82
H  -1.61  0.64  -3.19
H  -2.49  0.68  -1.76
H  -0.72  -1.44  -2.57
H  -1.65  -1.28  -1.04
H  1.04  -0.68  -1.63
H  -0.49  0.67  0.28
H  1.12  1.01  -0.21
H  1.78  -1.08  1.28
H  0.71  0.66  3.30
H  1.16  1.71  1.94
H  2.33  0.60  2.78
H  -0.89  -1.12  1.51

## Properties
Net charge ... 0
SMILES ... CCNC[C@@H](C)O
Frontier orbital gap ... 0.37148 Eh
Energy relative to the best compared isomer or geometry (same formula, charge and spin) ... 1.487 eV
2S+1 ... 1
Total energy ... -328.2642 Ha

=====

The following is a quantum chemistry calculation of a 2-piece molecular cluster, C5H13NO overall at a distorted geometry, from the Open Molecules 2025 dataset.

Element x y z (Å)
C  -2.77  -0.18  0.25
C  -1.62  -0.24  1.27
C  -0.27  -0.39  0.68
C  -0.02  0.12  -0.56
N  1.23  0.10  -1.27
C  1.97  -1.04  -1.57
H  -2.65  -0.98  -0.47
H  -3.76  -0.13  0.86
H  -2.62  0.79  -0.31
H  -1.79  -1.03  1.96
H  -1.47  0.76  1.75
H  0.42  -0.72  1.38
H  -0.78  0.41  -1.18
H  1.25  0.77  -2.07
H  2.10  -1.73  -0.75
H  3.00  -0.79  -1.88
H  1.41  -1.65  -2.36
O  2.07  2.36  1.51
H  1.41  1.74  1.29
H  2.89  1.81  1.47

## Properties
Net charge ... 0
SMILES ... CC/C=C/NC.O
Frontier orbital gap ... 0.32863 Eh
Energy relative to the best compared isomer or geometry (same formula, charge and spin) ... 2.462 eV
2S+1 ... 1
Total energy ... -328.2284 Ha

=====

The following is a quantum chemistry calculation of a 2-piece molecular cluster, C5H13NO overall at a distorted geometry, from the Open Molecules 2025 dataset.

Element x y z (Å)
C  -1.21  -3.01  -0.96
C  -0.73  -1.84  -0.53
C  -0.72  -0.62  -1.42
C  -1.06  0.75  -0.82
C  -0.41  1.13  0.54
N  1.04  1.03  0.62
H  -1.69  -3.67  -0.19
H  -1.49  -3.12  -2.00
H  -0.50  -1.69  0.52
H  -1.46  -0.86  -2.20
H  0.18  -0.52  -2.04
H  -0.77  1.56  -1.48
H  -2.16  0.61  -0.70
H  -0.95  2.05  0.72
H  -0.82  0.44  1.33
H  1.44  1.35  -0.26
H  1.13  0.02  0.59
O  3.68  2.37  2.49
H  2.82  1.93  2.36
H  3.69  2.08  3.42

## Properties
Net charge ... 0
SMILES ... C=CCCCN.O
Frontier orbital gap ... 0.38839 Eh
Energy relative to the best compared isomer or geometry (same formula, charge and spin) ... 2.357 eV
2S+1 ... 1
Total energy ... -328.2322 Ha

=====

The following is a quantum chemistry calculation of one molecule with the formula C5H13NO at a distorted geometry, from the Open Molecules 2025 dataset.

Element x y z (Å)
C  -2.27  0.03  0.33
C  -1.19  -0.99  0.04
C  0.24  -0.74  -0.17
N  1.14  -1.32  0.79
C  0.45  1.01  -0.13
C  1.57  1.38  -1.10
O  0.81  1.36  1.19
H  -2.53  0.59  -0.57
H  -2.00  0.72  1.14
H  -3.17  -0.49  0.67
H  -1.54  -1.68  -0.72
H  -1.26  -1.81  1.03
H  0.52  -1.04  -1.19
H  0.77  -2.19  1.17
H  2.06  -1.48  0.40
H  -0.42  1.61  -0.39
H  2.48  0.82  -0.90
H  1.82  2.44  -1.01
H  1.25  1.20  -2.13
H  1.27  0.58  1.56

## Properties
Net charge ... 0
SMILES ... CC[C@H](N)[C@H](C)O
Frontier orbital gap ... 0.37362 Eh
Energy relative to the best compared isomer or geometry (same formula, charge and spin) ... 1.729 eV
2S+1 ... 1
Total energy ... -328.2553 Ha

=====

The following is a quantum chemistry calculation of one molecule with the formula C5H13NO at a distorted geometry, from the Open Molecules 2025 dataset.

Element x y z (Å)
C  2.72  -0.16  -0.16
C  1.60  0.04  0.88
N  0.45  0.65  0.25
C  -0.85  0.01  0.27
C  -0.85  -1.34  -0.40
C  -1.82  0.95  -0.48
O  -3.11  0.35  -0.64
H  2.95  0.77  -0.70
H  3.69  -0.45  0.25
H  2.35  -0.80  -0.96
H  1.42  -0.94  1.32
H  2.02  0.69  1.65
H  0.28  1.56  0.69
H  -1.32  -0.06  1.27
H  -0.19  -2.03  0.14
H  -1.84  -1.79  -0.38
H  -0.46  -1.44  -1.42
H  -1.46  1.18  -1.48
H  -1.88  1.88  0.10
H  -3.73  0.92  -0.20

## Properties
Net charge ... 0
SMILES ... CCN[C@H](C)CO
Frontier orbital gap ... 0.35822 Eh
Energy relative to the best compared isomer or geometry (same formula, charge and spin) ... 1.302 eV
2S+1 ... 1
Total energy ... -328.2710 Ha